Here is a cluster of 6 separate species, C21H36O18 in total from OMol25. Energies are from the ωB97M-V functional and the def2-TZVPD basis.

```
75
Properties=species:S:1:pos:R:3:mulliken_charge:R:1
C -4.365 -0.792 -9.102 -0.31
C -5.315 -1.908 -9.535 -0.25
O -4.367 -2.969 -9.679 -0.35
C -3.222 -2.695 -9.017 0.69
O -2.327 -3.474 -8.831 -0.54
O -3.184 -1.443 -8.691 -0.30
H -4.804 -0.202 -8.297 0.28
H -4.195 -0.173 -9.982 0.27
H -5.803 -1.599 -10.459 0.25
H -6.066 -2.232 -8.814 0.25
C 2.731 2.252 -8.325 -0.30
C 1.646 3.183 -7.654 -0.25
O 1.279 2.403 -6.558 -0.33
C 2.016 1.309 -6.459 0.70
O 1.874 0.492 -5.608 -0.54
O 2.892 1.203 -7.426 -0.32
H 3.653 2.788 -8.550 0.29
H 2.230 1.823 -9.193 0.27
H 0.726 3.426 -8.185 0.25
H 2.154 4.041 -7.214 0.23
C -8.558 -11.402 -5.083 -0.33
C -8.649 -11.613 -6.569 -0.35
O -8.085 -10.402 -7.028 -0.30
C -8.536 -9.485 -6.113 0.65
O -8.377 -8.298 -6.247 -0.54
O -8.959 -10.063 -5.023 -0.29
H -7.560 -11.622 -4.705 0.28
H -9.313 -12.024 -4.600 0.30
H -9.700 -11.750 -6.823 0.26
H -8.093 -12.482 -6.920 0.33
C -7.187 6.574 -13.912 -1.07
C -8.167 6.124 -12.912 -0.20
O -9.218 5.354 -13.591 -0.33
C -9.098 4.072 -13.685 0.85
O -8.081 3.448 -13.235 -0.65
O -10.132 3.642 -14.300 -0.33
C -10.228 2.277 -14.688 -0.65
H -6.652 5.806 -14.469 0.32
H -6.259 7.002 -13.533 0.36
H -7.693 7.375 -14.452 0.27
H -8.740 6.924 -12.443 0.25
H -7.706 5.470 -12.171 0.34
H -9.603 2.064 -15.555 0.30
H -11.277 2.120 -14.936 0.21
H -9.827 1.629 -13.908 0.32
C -10.726 -0.340 -2.122 -1.17
C -10.461 -0.466 -3.604 -0.18
O -11.031 0.729 -4.126 -0.26
C -11.600 0.706 -5.318 0.81
O -11.816 -0.338 -6.002 -0.62
O -11.978 1.954 -5.619 -0.31
C -12.682 2.164 -6.858 -0.69
H -10.224 0.545 -1.731 0.29
H -10.321 -1.162 -1.533 0.38
H -11.755 -0.114 -1.842 0.31
H -10.944 -1.342 -4.037 0.30
H -9.402 -0.569 -3.842 0.26
H -13.683 2.594 -6.903 0.27
H -12.636 1.310 -7.534 0.33
H -12.080 2.897 -7.395 0.26
C -6.378 5.353 -0.678 -1.00
C -5.204 5.318 -1.733 -0.30
O -3.939 5.416 -1.100 -0.30
C -3.270 4.333 -0.841 0.78
O -3.737 3.203 -0.923 -0.59
O -2.061 4.744 -0.474 -0.33
C -0.984 3.866 -0.009 -0.69
H -7.310 5.290 -1.241 0.34
H -6.544 6.361 -0.298 0.29
H -6.291 4.588 0.093 0.31
H -5.322 6.284 -2.224 0.24
H -5.296 4.582 -2.531 0.38
H -1.313 2.827 -0.037 0.33
H -0.398 4.112 0.876 0.27
H -0.259 3.832 -0.822 0.27
```

## Properties
SMILES: CCOC(=O)OC.CCOC(=O)OC.CCOC(=O)OC.O=C1OCCO1.O=C1OCCO1.O=C1OCCO1
relative energy (zero: lowest compared OMol25 entry of this formula, charge and spin): 337.73 kJ/mol
orbital gap: 10.92 eV


Here is an isolated molecule of C5H7N from OMol25. Energies are from the ωB97M-V functional and the def2-TZVPD basis.

```
13
Properties=species:S:1:pos:R:3:mulliken_charge:R:1
N 1.880 -1.825 -0.440 -0.49
C 1.387 -0.780 -0.377 0.17
C 1.101 0.657 -0.403 -0.38
C -0.340 0.816 0.031 -0.14
C -0.914 -0.060 1.104 -0.59
C -1.059 -0.479 -0.358 -0.49
H 1.262 0.916 -1.461 0.25
H 1.912 1.100 0.180 0.31
H -0.773 1.812 -0.099 0.35
H -1.798 0.305 1.638 0.27
H -0.260 -0.641 1.745 0.23
H -0.327 -1.440 -0.809 0.23
H -2.071 -0.380 -0.751 0.28
```

## Properties
SMILES: N#CCC1CC1
relative energy (zero: lowest compared OMol25 entry of this formula, charge and spin): 222.57 kJ/mol
orbital gap: 11.54 eV


Here is a cluster of 3 separate species, C6H13O4 in total from OMol25. Energies are from the ωB97M-V functional and the def2-TZVPD basis.

```
23
Properties=species:S:1:pos:R:3:mulliken_charge:R:1
O 1.065 0.321 1.682 -0.86
C 0.197 1.201 1.451 0.33
O 0.405 2.405 1.461 -0.76
C -1.157 0.581 1.345 -0.40
C -1.952 1.158 0.164 -0.55
C -1.628 0.251 -0.979 -0.31
C -0.409 -0.079 -1.482 0.17
C -0.189 -1.029 -2.550 -1.22
H -1.511 0.889 2.373 0.35
H -1.205 -0.504 1.447 0.28
H -3.013 1.240 0.414 0.28
H -1.679 2.250 0.038 0.27
H -2.529 -0.458 -1.153 0.12
H 0.514 0.267 -1.075 0.37
H 0.831 -1.512 -2.351 0.30
H 0.022 -0.550 -3.589 0.24
H -0.846 -1.888 -2.552 0.34
H 1.264 -1.321 1.953 0.49
H 1.505 -2.510 1.010 0.31
O 1.110 -2.323 2.071 -0.72
H 3.591 1.026 -0.043 0.31
H 2.523 0.309 0.602 0.34
O 3.089 0.275 -0.238 -0.65
```

## Properties
relative energy (zero: lowest compared OMol25 entry of this formula, charge and spin): 150.65 kJ/mol
total charge: -1
orbital gap: 8.69 eV


Here is a structure of composition C54H50AsF15GeN7S2Y from OMol25. Energies are from the ωB97M-V functional and the def2-TZVPD basis.

```
131
Properties=species:S:1:pos:R:3:mulliken_charge:R:1
Y -0.280 -0.688 -0.926 -0.49
C -1.316 -2.838 -4.480 -0.73
C -2.772 -2.790 -4.026 -1.13
C -3.028 -1.841 -2.847 -0.52
N -2.182 -2.125 -1.696 2.27
C -2.416 -3.233 -1.019 0.64
C -3.608 -3.987 -1.176 -0.48
C -3.953 -5.278 -0.842 -0.70
C -3.168 -6.282 -0.293 -0.67
C -1.893 -6.100 0.206 -0.86
C -1.161 -4.934 0.368 -0.53
C -1.389 -3.593 -0.018 1.19
N -0.647 -2.582 0.411 -0.52
C 0.420 -2.882 1.359 -1.25
C 1.671 -3.405 0.636 -1.00
C 2.539 -2.354 -0.066 -0.98
N 1.876 -1.743 -1.217 0.81
C 2.565 -1.457 -2.311 1.18
C 3.975 -1.600 -2.369 -0.63
C 4.917 -1.438 -3.366 -0.82
C 4.771 -1.010 -4.675 -0.68
C 3.569 -0.672 -5.266 -0.78
C 2.290 -0.679 -4.738 -0.06
C 1.753 -0.978 -3.464 -0.15
N 0.459 -0.841 -3.212 1.74
C -0.440 -0.430 -4.280 -1.89
C -0.841 -1.583 -5.214 -0.88
H -1.186 -3.696 -5.142 0.49
H -0.677 -2.991 -3.609 0.05
H -3.070 -3.797 -3.726 0.38
H -3.413 -2.490 -4.862 0.43
H -4.088 -1.894 -2.595 -0.52
H -2.846 -0.811 -3.153 0.07
H -4.403 -3.448 -1.675 0.06
H -4.964 -5.569 -1.108 0.39
H -3.587 -7.279 -0.243 0.33
H -1.403 -6.994 0.578 0.36
H -0.217 -5.104 0.862 0.24
H 0.090 -3.610 2.108 0.56
H 0.671 -1.978 1.901 -0.01
H 1.380 -4.142 -0.116 0.52
H 2.308 -3.906 1.372 0.51
H 3.439 -2.896 -0.361 0.60
H 2.836 -1.580 0.649 0.40
H 4.425 -1.902 -1.435 0.23
H 5.934 -1.669 -3.066 0.36
H 5.664 -0.944 -5.284 0.37
H 3.624 -0.348 -6.300 0.38
H 1.555 -0.380 -5.469 0.24
H -0.019 0.386 -4.874 0.72
H -1.336 -0.018 -3.811 0.21
H 0.019 -1.850 -5.831 0.31
H -1.626 -1.224 -5.888 0.53
C -6.336 -0.837 -1.774 -1.18
C -5.881 -0.081 -0.531 -0.88
As -3.934 0.336 -0.306 0.65
C -4.352 1.361 1.343 -0.53
C -4.267 0.461 2.576 -1.32
C -3.887 1.810 -1.651 0.31
C -4.591 3.104 -1.262 -1.48
H -7.425 -0.818 -1.843 0.45
H -6.029 -1.882 -1.734 0.12
H -5.938 -0.391 -2.688 0.26
H -6.176 -0.637 0.361 0.50
H -6.391 0.883 -0.492 0.52
H -5.356 1.782 1.265 0.66
H -3.662 2.193 1.442 0.18
H -4.979 -0.363 2.505 0.30
H -4.498 1.024 3.483 0.43
H -3.272 0.024 2.689 0.17
H -4.332 1.406 -2.564 0.66
H -2.836 2.005 -1.868 -0.54
H -5.645 2.928 -1.045 0.34
H -4.540 3.833 -2.073 0.40
H -4.135 3.555 -0.380 0.23
S -1.002 4.510 0.838 -0.24
C -1.298 3.348 2.061 0.00
C -1.269 2.102 1.531 -1.81
N -1.036 2.040 0.176 1.54
C -0.871 3.241 -0.298 -0.67
H -1.502 3.645 3.076 0.51
H -1.421 1.190 2.084 0.60
H -0.665 3.473 -1.328 0.07
F 4.496 0.090 2.284 -0.35
C 4.255 -0.411 3.509 -0.05
C 3.206 0.109 4.249 -0.40
C 3.012 -0.419 5.511 0.42
F 2.033 0.054 6.294 -0.29
C 3.814 -1.429 6.016 0.07
F 3.605 -1.918 7.239 -0.31
C 4.841 -1.938 5.240 0.72
F 5.609 -2.914 5.710 -0.31
C 5.072 -1.422 3.976 0.11
F 6.068 -1.902 3.230 -0.33
Ge 2.005 1.380 3.284 1.40
S 1.220 0.299 1.646 0.38
C 0.647 2.043 4.593 -0.63
C -0.318 1.148 5.025 0.16
F -0.272 -0.116 4.590 -0.43
C -1.336 1.510 5.887 0.35
F -2.249 0.626 6.285 -0.36
C -1.403 2.820 6.335 0.61
F -2.371 3.190 7.164 -0.33
C -0.465 3.745 5.910 0.20
F -0.545 5.009 6.326 -0.33
C 0.538 3.347 5.042 0.22
F 1.401 4.279 4.619 -0.34
C 3.203 2.925 2.866 0.04
C 4.259 3.274 3.689 0.42
F 4.429 2.638 4.857 -0.35
C 5.154 4.276 3.358 0.09
F 6.175 4.576 4.160 -0.31
C 4.983 4.973 2.173 0.71
F 5.833 5.937 1.840 -0.31
C 3.920 4.667 1.341 -0.08
F 3.743 5.350 0.208 -0.32
C 3.052 3.651 1.698 -0.72
F 2.020 3.393 0.887 0.11
N 3.079 1.276 -0.891 1.41
C 2.393 1.765 -1.940 0.51
C 3.101 2.482 -2.933 -1.43
C 2.418 3.096 -3.945 -0.79
C 1.027 2.973 -3.986 -1.44
C 0.419 2.223 -3.011 -0.39
N 1.051 1.604 -2.001 1.42
H 4.081 1.305 -0.896 0.24
H 2.596 0.901 -0.081 -1.42
H 4.178 2.554 -2.854 0.54
H 2.944 3.676 -4.691 0.44
H 0.442 3.440 -4.766 0.51
H -0.659 2.091 -3.036 0.39
```

## Properties
relative energy (zero: lowest compared OMol25 entry of this formula, charge and spin): 158.36 kJ/mol
orbital gap: 7.17 eV


Here is a structure of composition C62H49IN6O3P2Y from OMol25. Energies are from the ωB97M-V functional and the def2-TZVPD basis.

```
124
Properties=species:S:1:pos:R:3:mulliken_charge:R:1
Y 0.391 -0.679 0.759 -2.35
N -2.653 4.005 1.846 -0.44
C -1.961 3.185 2.820 -0.28
N -1.557 1.935 2.122 0.47
C -3.513 1.106 1.673 0.63
N -4.441 2.246 1.527 -0.30
C -3.890 -0.253 1.210 -0.83
C -5.132 -0.842 1.319 0.13
N -5.403 -2.048 0.816 -0.63
C -4.390 -2.645 0.174 -0.84
C -3.148 -2.067 0.048 -0.39
N -2.866 -0.864 0.577 0.92
H -3.264 4.683 2.286 0.42
H -1.128 3.737 3.266 0.45
H -5.952 -0.328 1.806 0.57
H -4.607 -3.618 -0.250 0.47
H -2.346 -2.548 -0.502 0.13
I 1.538 1.443 3.020 0.22
C 0.438 0.387 4.522 0.16
C 0.539 0.926 5.776 -0.59
C -0.087 0.297 6.863 -0.84
C -0.771 -0.866 6.657 -0.81
C -0.882 -1.428 5.366 1.71
C -1.597 -2.631 5.188 -1.25
C -1.761 -3.146 3.935 -1.57
C -1.241 -2.468 2.820 0.11
C -0.495 -1.302 2.901 2.18
C -0.289 -0.793 4.224 -1.65
H 1.106 1.832 5.932 0.44
H -0.008 0.734 7.849 0.38
H -1.249 -1.382 7.481 0.41
H -2.009 -3.125 6.060 0.33
H -2.298 -4.076 3.789 0.45
H -1.449 -2.921 1.854 0.61
O -0.783 0.940 -2.914 1.29
C -0.521 0.160 -4.011 -0.60
C -1.015 0.483 -5.261 -0.30
C -0.870 -0.424 -6.301 -0.82
C -0.254 -1.646 -6.079 -0.96
C 0.245 -1.962 -4.823 -0.34
C 0.118 -1.060 -3.772 -0.72
P 0.924 -1.202 -2.128 2.87
C 1.278 -3.008 -2.134 0.38
C 2.544 -3.513 -1.871 -0.54
C 2.739 -4.884 -1.805 -0.54
C 1.679 -5.755 -1.999 -0.63
C 0.408 -5.255 -2.240 -0.96
C 0.208 -3.888 -2.291 0.00
C 2.432 -0.316 -2.519 -0.81
C 3.245 0.187 -1.382 1.46
C 4.069 1.368 -1.691 -0.58
C 4.275 1.794 -2.960 -1.10
C 3.634 1.162 -4.052 -1.16
C 2.709 0.169 -3.799 -0.45
C -0.093 2.045 -2.461 0.37
C 0.712 2.903 -3.272 -0.88
C 1.123 4.085 -2.770 -1.21
C 0.979 4.432 -1.358 -0.16
C 0.107 3.489 -0.488 -0.24
C -0.516 2.386 -1.211 -0.36
P -1.691 1.112 -0.629 2.11
C -2.408 1.871 0.898 -0.46
C -3.336 3.097 0.961 -0.62
C -5.026 2.725 2.732 -0.85
C -4.313 2.799 3.852 -0.85
C -2.877 2.390 3.814 -0.60
C -2.596 1.186 2.905 -0.61
C -3.143 1.546 -1.714 1.15
C -3.223 2.794 -2.333 -0.82
C -4.315 3.131 -3.113 -0.96
C -5.362 2.237 -3.278 -0.82
C -5.292 0.994 -2.673 -0.78
C -4.185 0.646 -1.912 -0.44
H -1.512 1.433 -5.413 0.58
H -1.247 -0.180 -7.285 0.42
H -0.141 -2.350 -6.893 0.43
H 0.758 -2.900 -4.658 0.51
H 3.357 -2.819 -1.684 0.25
H 3.724 -5.274 -1.582 0.43
H 1.836 -6.825 -1.940 0.33
H -0.430 -5.928 -2.374 0.39
H -0.789 -3.485 -2.447 0.43
H 2.922 1.006 0.551 0.15
H 4.583 1.833 -0.857 0.52
H 4.935 2.637 -3.138 0.33
H 3.833 1.476 -5.069 0.35
H 2.185 -0.257 -4.645 0.38
H 0.884 2.642 -4.307 0.36
H 1.575 4.825 -3.418 0.34
H 0.960 5.490 -1.119 0.40
H -0.484 3.933 0.305 0.50
H -3.639 3.603 0.046 0.73
H -6.063 3.031 2.662 0.50
H -4.744 3.129 4.787 0.43
H -2.434 2.293 4.804 0.74
H -2.325 0.241 3.363 0.85
H -2.415 3.505 -2.217 0.52
H -4.351 4.100 -3.595 0.46
H -6.217 2.502 -3.886 0.38
H -6.100 0.284 -2.791 0.48
H -4.135 -0.343 -1.487 0.36
N 2.643 0.176 0.007 0.55
C 3.756 -0.691 -0.300 -0.60
C 5.014 -0.672 0.345 -0.50
C 5.173 -0.486 1.737 -0.17
C 6.424 -0.540 2.321 -0.77
C 7.562 -0.777 1.559 -0.52
C 7.423 -0.983 0.187 -0.80
C 6.183 -0.948 -0.407 -0.14
H 4.299 -0.296 2.352 0.37
H 6.524 -0.392 3.391 0.39
H 8.540 -0.799 2.025 0.35
H 8.302 -1.176 -0.419 0.36
H 6.079 -1.109 -1.472 0.42
C 1.597 3.524 -0.334 -0.96
H 2.161 2.697 -0.743 -0.05
H 2.009 3.968 0.562 0.36
C 2.944 -3.675 2.423 -1.05
O 2.302 -2.556 1.815 0.06
C 1.210 -2.790 0.990 2.28
O 0.789 -3.929 0.871 -0.78
H 4.016 -3.567 2.265 0.21
H 2.576 -4.595 1.965 0.39
H 2.717 -3.686 3.492 0.18
```

## Properties
relative energy (zero: lowest compared OMol25 entry of this formula, charge and spin): 896.30 kJ/mol
total charge: -1
orbital gap: 3.48 eV


Here is a cluster of 9 separate species, C34H79N2O9 in total from OMol25. Energies are from the ωB97M-V functional and the def2-TZVPD basis.

```
124
Properties=species:S:1:pos:R:3:mulliken_charge:R:1
O -2.176 -0.666 -1.122 -0.40
C -3.458 -1.321 -1.426 0.13
C -4.017 -2.005 -0.044 -0.77
C -5.074 -1.050 0.766 0.20
C -6.135 -0.393 -0.298 -0.96
N -5.416 0.478 -1.307 0.16
C -4.650 1.651 -0.670 0.11
C -5.151 2.378 0.696 -0.38
C -4.408 3.648 1.464 -0.49
C -3.015 4.097 0.651 -0.30
C -2.696 3.253 -0.704 -0.33
N -3.422 2.132 -1.364 -0.08
C -4.546 -0.377 -2.217 -0.67
H -2.186 -0.284 -0.183 0.16
H -3.202 -2.224 -2.162 0.33
H -3.062 -2.165 0.655 0.26
H -4.442 -3.091 -0.276 0.39
H -5.686 -1.715 1.513 0.37
H -4.454 -0.263 1.373 -0.02
H -7.042 0.159 0.202 0.35
H -6.606 -1.307 -0.904 0.42
H -6.146 0.933 -1.932 0.44
H -6.157 1.972 1.183 0.16
H -4.794 4.166 2.439 0.38
H -2.314 4.964 1.051 0.41
H -1.698 3.598 -1.266 0.34
H -4.046 0.244 -3.105 0.31
H -5.297 -1.125 -2.766 0.46
C -1.045 2.356 3.164 -0.90
C -0.196 1.096 3.208 0.64
C 1.286 1.423 3.113 -1.50
O -0.561 0.242 2.126 -0.39
H -0.897 2.896 2.222 0.17
H -2.110 2.105 3.221 0.09
H -0.799 3.027 3.993 0.47
H -0.394 0.551 4.137 0.19
H 1.516 1.929 2.169 0.31
H 1.885 0.505 3.134 0.36
H 1.602 2.065 3.941 0.43
H -0.388 0.719 1.297 0.15
C 1.680 -0.011 -1.199 -1.15
C 1.101 1.178 -1.948 1.47
C 1.200 0.986 -3.453 -1.12
O 1.806 2.360 -1.576 -0.59
H 2.742 -0.143 -1.434 0.28
H 1.614 0.146 -0.117 0.22
H 1.149 -0.934 -1.452 0.28
H 0.053 1.318 -1.663 -0.43
H 2.245 0.890 -3.769 0.17
H 0.790 1.855 -3.980 0.12
H 0.654 0.094 -3.774 0.37
H 2.738 2.244 -1.825 0.39
C -1.957 7.841 -1.592 -1.03
C -3.401 7.853 -2.066 0.36
C -4.340 8.339 -0.973 -1.13
O -3.779 6.537 -2.463 -0.51
H -1.830 7.164 -0.739 0.15
H -1.294 7.477 -2.384 0.28
H -1.631 8.842 -1.294 0.39
H -3.494 8.500 -2.946 0.31
H -4.298 7.680 -0.099 0.23
H -5.377 8.330 -1.325 0.31
H -4.085 9.355 -0.657 0.38
H -3.699 5.956 -1.688 0.28
C -3.184 -1.352 6.213 -1.18
C -4.180 -1.473 5.072 0.31
C -3.722 -2.492 4.041 -0.83
O -4.335 -0.203 4.443 -0.50
H -2.207 -1.017 5.847 0.21
H -3.521 -0.606 6.941 0.32
H -3.055 -2.309 6.728 0.39
H -5.160 -1.764 5.467 0.32
H -2.764 -2.197 3.598 0.16
H -4.442 -2.559 3.219 0.04
H -3.609 -3.484 4.490 0.46
H -3.470 0.064 4.089 0.24
C 0.251 4.908 -7.324 -1.25
C -0.129 3.546 -6.763 0.32
C -1.416 3.619 -5.956 -1.10
O 0.924 3.068 -5.930 -0.53
H 0.421 5.630 -6.517 0.31
H 1.185 4.843 -7.891 0.32
H -0.532 5.296 -7.982 0.39
H -0.249 2.831 -7.583 0.26
H -1.306 4.296 -5.102 0.22
H -1.671 2.635 -5.549 0.24
H -2.249 3.969 -6.574 0.45
H 1.037 3.698 -5.198 0.35
C 4.267 -3.349 -2.929 -1.40
C 3.688 -2.160 -3.678 0.94
C 3.786 -2.352 -5.183 -1.54
O 4.393 -0.978 -3.305 -0.55
H 5.329 -3.482 -3.164 0.32
H 4.201 -3.192 -1.847 0.27
H 3.736 -4.272 -3.182 0.40
H 2.640 -2.020 -3.393 0.12
H 4.832 -2.449 -5.498 0.35
H 3.377 -1.483 -5.709 0.36
H 3.241 -3.245 -5.504 0.37
H 5.324 -1.094 -3.555 0.36
C 7.099 -5.333 1.590 -1.06
C 6.022 -4.976 0.578 0.42
C 5.046 -6.124 0.379 -1.13
O 6.634 -4.654 -0.669 -0.52
H 7.686 -6.194 1.251 0.36
H 7.801 -4.501 1.714 0.35
H 6.662 -5.570 2.565 0.07
H 5.480 -4.086 0.916 0.26
H 5.560 -7.014 -0.003 0.34
H 4.284 -5.858 -0.361 0.27
H 4.547 -6.385 1.317 0.30
H 7.118 -5.439 -0.976 0.35
C 6.357 -5.652 7.323 -1.39
C 6.011 -5.926 5.868 0.49
C 4.543 -5.648 5.586 -1.11
O 6.301 -7.287 5.562 -0.55
H 5.776 -6.297 7.992 0.35
H 7.413 -5.868 7.515 0.34
H 6.160 -4.608 7.586 0.36
H 6.635 -5.304 5.218 0.25
H 3.898 -6.293 6.193 0.33
H 4.306 -5.861 4.538 0.23
H 4.292 -4.604 5.797 0.36
H 5.751 -7.847 6.135 0.35
```

## Properties
total charge: +1
orbital gap: 7.53 eV